Entry 1:
Entry from OMol25: one molecule with the formula C4H5NO (ωB97M-V with the def2-TZVPD basis set).

Each line ends with the Mulliken charge.
Positions of all 11 atoms, in Å:
1 C -0.98574 0.03659 -0.08538  -0.5787
2 C -0.48894 -0.68024 -1.33179  0.0752
3 O 0.59447 -1.19824 -1.43788  -0.4605
4 C 1.86358 1.31183 0.86597  -0.3452
5 N 0.99115 0.47808 1.11453  -0.0372
6 C -0.10648 -0.15929 1.11075  -0.2122
7 H -0.99414 1.10833 -0.34369  0.2596
8 H -2.02467 -0.24510 0.11121  0.3254
9 H -1.19918 -0.66787 -2.18461  0.3464
10 H 2.68413 0.88099 0.27803  0.2305
11 H -0.33418 -0.86509 1.90286  0.3967

Forces on the atoms, in the same order (eV/Å):
-0.053 -0.012 0.021
0.289 -0.138 -0.042
-0.522 0.225 0.079
-0.188 -0.440 0.231
0.125 0.238 -0.250
0.157 0.079 -0.009
-0.080 -0.150 -0.009
0.090 -0.042 -0.060
0.066 -0.010 0.041
0.059 0.093 0.073
0.056 0.157 -0.076

Calculated values
* HOMO energy: -8.3 eV
* charge: 0
* total energy: -7763.4804 eV
* 2S+1: 1
* relative energy (zero: lowest compared OMol25 entry of this formula, charge and spin): 70.2 kcal per mole

***

Entry 2:
Entry from OMol25: one molecule with the formula C4H5NO (ωB97M-V with the def2-TZVPD basis set).

Each line ends with the Mulliken charge.
Positions of all 11 atoms, in Å:
1 C -1.27672 -0.58439 0.68326  -1.0720
2 C -0.35342 0.60006 0.57148  0.1741
3 C 2.04431 -0.56896 -0.80036  -0.2584
4 O 1.42405 0.45932 -1.37625  -0.2593
5 C 0.37161 0.86570 -0.60909  0.5097
6 N -0.57523 1.66917 -0.58920  -0.5726
7 H -2.20875 -0.31575 1.18707  0.3290
8 H -1.51181 -0.99190 -0.30527  0.2946
9 H -0.78778 -1.37610 1.26254  0.2981
10 H 0.02001 1.01862 1.50567  0.3603
11 H 2.85372 -0.77577 -1.52985  0.1966

Forces on the atoms, in the same order (eV/Å):
-0.062 0.014 -0.023
0.025 -0.207 0.299
0.158 0.156 -0.406
0.145 -0.251 0.228
-0.520 0.303 0.251
0.443 -0.318 -0.241
0.069 -0.022 -0.041
-0.006 0.096 0.147
-0.060 0.146 -0.077
-0.171 0.039 -0.105
-0.021 0.044 -0.032

Calculated values
* HOMO energy: -9.7 eV
* charge: 0
* total energy: -7761.1885 eV
* 2S+1: 1
* relative energy (zero: lowest compared OMol25 entry of this formula, charge and spin): 123.1 kcal per mole

***

Entry 3:
Entry from OMol25: C4H5NO as an isolated structure (ωB97M-V with the def2-TZVPD basis set).

Each line ends with the Mulliken charge.
Positions of all 11 atoms, in Å:
1 O 2.21732 0.14194 -0.49105  -0.5296
2 C 0.87859 0.16680 -0.14017  0.5245
3 C 0.09099 -0.92087 -0.41197  -0.4765
4 N -1.20588 -0.60346 -0.17806  -0.0154
5 C -1.35108 0.67138 0.29154  -0.1572
6 C -0.18371 1.43319 0.34082  -0.8259
7 H 2.80429 0.44954 0.21187  0.3372
8 H 0.36445 -1.84231 -0.90715  0.3927
9 H -1.93525 -1.29968 -0.14657  0.2321
10 H -2.37317 1.01263 0.48174  0.3841
11 H 0.69345 0.79085 0.94901  0.1341

Forces on the atoms, in the same order (eV/Å):
-0.330 0.470 0.180
-0.810 0.304 -0.626
-0.107 0.093 -0.013
0.023 -0.041 0.217
0.336 -0.086 -0.042
1.046 -1.103 -0.709
-0.340 0.074 -0.057
0.018 0.012 0.245
-0.050 0.124 -0.237
0.556 -0.012 0.083
-0.341 0.164 0.960

Calculated values
* HOMO energy: -8.5 eV
* charge: 0
* total energy: -7761.9829 eV
* 2S+1: 1
* relative energy (zero: lowest compared OMol25 entry of this formula, charge and spin): 104.8 kcal per mole